[1]
Density functional theory data (the ωB97M-V functional and the def2-TZVPD basis) for a single C6H7I molecule at a distorted geometry.

Geometry (Å):
C  -0.96664  1.11555  1.84423
C  -0.34629  0.39718  0.82473
C  0.75695  -0.57661  0.90047
C  1.11095  -1.05467  -0.30792
C  0.38255  -0.55181  -1.50313
I  -0.61722  -2.13871  -2.58326
C  -0.47349  0.61281  -0.73418
H  -0.73364  0.77335  2.81430
H  -1.69990  1.93522  1.68029
H  1.18590  -0.83243  1.81371
H  1.88784  -1.67726  -0.27624
H  1.00504  -0.05434  -2.13518
H  -0.00497  1.55396  -1.21717
H  -1.48706  0.49776  -1.12065

Values from the calculation:
Total energy   -530.44141 hartree
SMILES   C=C1C=C[C@@H](I)C1
Relative energy (zero: lowest compared OMol25 entry of this formula, charge and spin)   0.666 eV
HOMO level   -8.6538 eV
Frontier orbital gap   8.806 eV
Total charge   0


[2]
Density functional theory data (the ωB97M-V functional and the def2-TZVPD basis) for a molecular structure, C6H12O.

Geometry (Å):
C  1.79696  -1.05457  0.23089
C  1.48191  1.16645  -0.46356
C  0.18236  1.08490  0.12390
C  -1.03986  0.84436  -0.75271
C  -1.94690  -0.08596  0.04872
C  -0.97420  -1.08031  0.69054
O  0.22509  -0.32741  0.90798
H  2.71807  -0.65832  0.63855
H  1.48348  -1.95503  0.77237
H  1.82938  -1.23196  -0.83779
H  2.23225  1.79068  0.01851
H  1.55453  1.13454  -1.55115
H  -0.02779  1.75864  0.96102
H  -1.53292  1.78578  -1.01849
H  -0.71750  0.35987  -1.68355
H  -2.69982  -0.59485  -0.56084
H  -2.46782  0.47802  0.83105
H  -1.34427  -1.49796  1.63329
H  -0.75295  -1.91689  0.01125

Values from the calculation:
Total energy   -310.86983 hartree
Relative energy (zero: lowest compared OMol25 entry of this formula, charge and spin)   5.155 eV
HOMO level   -6.7603 eV
Frontier orbital gap   7.741 eV
Total charge   0


[3]
Density functional theory data (the ωB97M-V functional and the def2-TZVPD basis) for a single C20H22ClN3O2 molecule.

Geometry (Å):
C  2.77322  -0.32651  -3.71569
C  1.44675  -0.25252  -3.02490
C  1.32167  0.30373  -1.76054
C  0.09629  0.34543  -1.11995
C  -1.04284  -0.14892  -1.73847
C  -2.39541  -0.10186  -1.06440
N  -2.49594  0.93402  -0.07354
C  -2.33257  2.33655  -0.38815
C  -1.88341  2.94482  0.94913
N  -2.17043  1.88778  1.89818
C  -1.61329  1.93066  3.23190
C  -0.15517  1.44086  3.21382
O  0.79252  2.20076  3.19091
N  -0.06187  0.09963  3.20387
C  1.19731  -0.59644  3.06653
C  1.35368  -1.32571  1.75246
C  0.29775  -2.02848  1.18319
C  0.46496  -2.71691  -0.00478
C  1.70183  -2.71445  -0.62524
Cl  1.91224  -3.57604  -2.10643
C  2.76844  -2.02548  -0.07384
C  2.58523  -1.33313  1.10944
C  -2.35467  0.69125  1.25451
O  -2.42852  -0.40005  1.79505
C  -0.92114  -0.70504  -3.00589
C  0.30674  -0.76382  -3.63505
H  2.69657  0.04260  -4.73710
H  3.52174  0.25659  -3.18524
H  3.10963  -1.36207  -3.76123
H  2.19152  0.70666  -1.26258
H  0.03882  0.76185  -0.12473
H  -3.18213  0.03259  -1.81584
H  -2.57892  -1.04422  -0.53634
H  -3.28962  2.75669  -0.72094
H  -1.59481  2.47660  -1.18287
H  -0.81322  3.18957  0.95362
H  -2.44618  3.84561  1.20653
H  -2.21890  1.29069  3.87778
H  -1.64905  2.96048  3.58979
H  -0.91469  -0.43159  3.06248
H  1.28578  -1.32201  3.88624
H  1.98591  0.15226  3.17850
H  -0.67447  -2.03371  1.65151
H  -0.35997  -3.25362  -0.44629
H  3.72763  -2.02730  -0.56726
H  3.41438  -0.79002  1.53874
H  -1.79804  -1.09881  -3.50036
H  0.38459  -1.20898  -4.61654

Values from the calculation:
Total energy   -1550.34120 hartree
SMILES   Cc1ccc(CN2CCN(CC(=O)NCc3ccc(Cl)cc3)C2=O)cc1
Relative energy (zero: lowest compared OMol25 entry of this formula, charge and spin)   0.271 eV
HOMO level   -8.7612 eV
Frontier orbital gap   9.533 eV
Total charge   0


[4]
Density functional theory data (the ωB97M-V functional and the def2-TZVPD basis) for a single C4H6N2O molecule at a distorted geometry.

Geometry (Å):
H  -2.60448  -0.09928  -0.32545
N  -1.90264  -0.73372  0.00825
C  -0.66183  -0.58330  -0.23188
C  0.30055  -1.63743  -0.05596
C  1.49010  -1.11625  0.10463
O  1.46153  0.28045  -0.22262
N  0.24405  0.58060  -0.57086
C  -0.04999  1.69185  0.25377
H  -0.18982  -2.71046  0.02670
H  2.48972  -1.46164  0.18705
H  0.45267  1.50272  1.22144
H  0.16312  2.65239  -0.60724
H  -1.19297  1.63408  0.21214

Values from the calculation:
Total energy   -340.60123 hartree
SMILES   [H]/N=c1/ccon1C
Relative energy (zero: lowest compared OMol25 entry of this formula, charge and spin)   5.270 eV
HOMO level   -8.5287 eV
Frontier orbital gap   9.487 eV
Total charge   0


[5]
Density functional theory data (the ωB97M-V functional and the def2-TZVPD basis) for a molecular structure, C33H29NO7P2RuS4 at a distorted geometry.

Geometry (Å):
Ru  -0.44777  -0.60850  -0.51342
S  2.01380  -0.71698  -1.76804
P  2.39117  -0.86206  0.18125
C  1.08335  -0.01437  0.92552
P  0.23578  0.14580  2.44513
S  -1.51485  0.97035  1.99338
C  1.24183  1.42641  3.32196
C  2.62572  1.29599  3.41702
C  3.38584  2.26382  4.05398
C  2.77121  3.38921  4.58456
C  1.39512  3.53334  4.48470
C  0.63460  2.55654  3.85694
C  0.06890  -1.04326  3.85602
C  1.14011  -1.29969  4.70765
C  0.98556  -2.15058  5.79189
C  -0.23816  -2.74949  6.04193
C  -1.31785  -2.46999  5.21775
C  -1.17104  -1.60489  4.14583
C  3.95502  0.08267  0.41056
C  5.20320  -0.52605  0.30616
C  6.36087  0.23398  0.39026
C  6.27956  1.60497  0.58602
C  5.03762  2.21777  0.68386
C  3.88073  1.46213  0.58251
C  2.95195  -2.50467  0.75034
C  2.97477  -2.78040  2.10703
C  3.45873  -3.99696  2.56160
C  3.92424  -4.93456  1.65316
C  3.89055  -4.66146  0.29165
C  3.40430  -3.44750  -0.16611
H  3.11720  0.44079  2.96854
H  4.46101  2.14841  4.12211
H  3.36306  4.15949  5.06416
H  0.91205  4.41502  4.88864
H  -0.43873  2.66055  3.76143
H  2.09708  -0.82174  4.55432
H  1.82316  -2.33398  6.45449
H  -0.34980  -3.42713  6.87966
H  -2.28175  -2.92805  5.40156
H  -2.01708  -1.36549  3.52059
H  5.27076  -1.59581  0.15837
H  7.33072  -0.24195  0.31094
H  7.18530  2.19410  0.66534
H  4.97639  3.28682  0.84814
H  2.90360  1.92604  0.64970
H  2.58952  -2.05200  2.80643
H  3.46012  -4.21047  3.62312
H  4.30722  -5.88597  2.00153
H  4.23938  -5.39888  -0.42134
H  3.34912  -3.21858  -1.22302
O  -0.04725  -3.95139  2.08634
S  -0.53660  -3.15887  0.98004
O  0.46397  -2.87446  -0.05132
O  -1.17786  -1.91558  1.41232
C  -1.77335  -4.17177  0.16518
C  -1.95188  -5.44561  0.68786
C  -2.79578  -6.34967  0.06499
C  -3.44500  -5.98902  -1.10597
C  -3.27165  -4.71722  -1.62702
C  -2.45031  -3.79317  -0.99124
S  -2.37663  -2.16407  -1.78156
O  -1.00838  -2.01138  -2.28340
O  -3.37639  -2.22710  -2.81972
O  -2.67758  -1.16259  -0.74204
H  -1.40487  -5.69765  1.58552
H  -2.93664  -7.33744  0.48519
H  -4.09008  -6.69874  -1.60838
H  -3.76082  -4.40460  -2.53794
C  -1.74703  3.35447  -2.55951
C  -1.11002  2.34566  -1.63473
N  -0.63416  2.81235  -0.47430
O  -0.98274  1.17462  -2.00202
H  -1.92031  4.30687  -2.06289
H  -2.68479  2.95195  -2.93671
H  -1.07898  3.50850  -3.40650
H  -0.94836  3.68362  -0.08795
H  -0.30942  2.11752  0.19674

Values from the calculation:
Total energy   -4226.79314 hartree
Relative energy (zero: lowest compared OMol25 entry of this formula, charge and spin)   3.746 eV
2S+1   2
HOMO level (alpha / beta)   -4.8134 / -4.8017 eV
Frontier orbital gap (alpha / beta)   6.605 / 7.164 eV
Total charge   -1


[6]
Density functional theory data (the ωB97M-V functional and the def2-TZVPD basis) for a single C4H7N3S molecule at a distorted geometry.

Geometry (Å):
C  -1.25147  1.80803  0.08099
N  -0.56889  0.86739  -0.52365
N  -0.70367  -0.39969  0.07983
C  -1.86952  -1.10582  0.17710
S  -3.40779  -0.44060  -0.17437
C  0.42196  -1.28193  -0.11223
N  1.65484  -1.03001  -0.20703
C  2.43561  0.18800  0.00646
H  -1.74334  1.56803  1.03429
H  -1.32447  2.91548  -0.29268
H  -1.74073  -2.18703  0.28053
H  0.07825  -2.23586  -0.40338
H  2.16423  0.82902  0.91545
H  2.35869  0.63981  -1.05043
H  3.49631  -0.13482  0.18913

Values from the calculation:
Total energy   -718.94741 hartree
SMILES   C=NN(C=S)/C=N\C
Relative energy (zero: lowest compared OMol25 entry of this formula, charge and spin)   4.223 eV
HOMO level   -8.5915 eV
Frontier orbital gap   8.513 eV
Total charge   0